#A
Entry from OMol25: 7 unconnected molecules or ions with the total composition C28H77N7O7 (the ωB97M-V functional and the def2-TZVPD basis).

Last columns: bonded neighbours and bond lengths (Å).
Geometry (Å):
1 C -0.375 0.703 5.882  C2 1.557, H7 1.090, H8 1.090, H9 1.090
2 C -0.428 1.643 7.122  C1 1.557, C3 1.556, N6 1.424, H10 1.090
3 C -1.210 0.971 8.288  C2 1.556, O4 1.403, H11 1.090, H12 1.090
4 O -1.352 1.858 9.366  C3 1.403, C5 1.346
5 C -2.158 1.455 10.367  O4 1.346, H13 1.090, H14 1.090, H15 1.090
6 N 0.912 1.905 7.526  C2 1.424, H16 1.010, H17 1.010
7 H -0.009 -0.293 6.130  C1 1.090
8 H 0.261 1.026 5.058  C1 1.090
9 H -1.410 0.483 5.619  C1 1.090
10 H -0.785 2.659 6.954  C2 1.090
11 H -0.846 -0.030 8.520  C3 1.090
12 H -2.226 0.815 7.927  C3 1.090
13 H -2.037 0.436 10.733  C5 1.090
14 H -3.219 1.448 10.117  C5 1.090
15 H -2.050 2.130 11.216  C5 1.090
16 H 1.364 1.021 7.710  N6 1.010
17 H 0.842 2.417 8.394  N6 1.010
18 C -3.887 4.213 0.794  C19 1.516, H24 1.090, H25 1.090, H26 1.090
19 C -2.763 4.587 -0.152  C18 1.516, C20 1.584, N23 1.521, H27 1.090
20 C -1.795 3.399 -0.553  C19 1.584, O21 1.451, H28 1.090, H29 1.090
21 O -1.205 2.886 0.669  C20 1.451, C22 1.395
22 C -0.241 3.724 1.231  O21 1.395, H30 1.090, H31 1.090, H32 1.090
23 N -3.418 5.171 -1.394  C19 1.521, H33 1.010, H34 1.010
24 H -4.653 3.596 0.325  C18 1.090
25 H -4.426 5.038 1.258  C18 1.090
26 H -3.542 3.563 1.599  C18 1.090
27 H -2.221 5.356 0.399  C19 1.090
28 H -0.993 3.633 -1.253  C20 1.090
29 H -2.340 2.595 -1.049  C20 1.090
30 H 0.491 4.165 0.555  C22 1.090
31 H 0.265 3.152 2.009  C22 1.090
32 H -0.800 4.492 1.766  C22 1.090
33 H -4.093 5.829 -1.032  N23 1.010
34 H -4.072 4.444 -1.645  N23 1.010
35 C -2.365 2.065 -3.842  C36 1.518, H41 1.090, H42 1.090, H43 1.090
36 C -3.445 1.155 -3.285  C35 1.518, C37 1.545, N40 1.448, H44 1.090
37 C -4.859 1.775 -3.211  C36 1.545, O38 1.446, H45 1.090, H46 1.090
38 O -4.989 2.871 -2.278  C37 1.446, C39 1.442
39 C -6.346 3.361 -2.300  O38 1.442, H47 1.090, H48 1.090, H49 1.090
40 N -3.347 -0.120 -3.963  C36 1.448, H50 1.010, H51 1.010
41 H -2.777 2.581 -4.710  C35 1.090
42 H -1.398 1.628 -4.089  C35 1.090
43 H -2.121 2.890 -3.173  C35 1.090
44 H -3.085 0.950 -2.277  C36 1.090
45 H -5.496 0.929 -2.952  C37 1.090
46 H -5.056 2.106 -4.231  C37 1.090
47 H -6.620 4.082 -1.530  C39 1.090
48 H -7.076 2.567 -2.144  C39 1.090
49 H -6.638 3.770 -3.267  C39 1.090
50 H -3.412 0.028 -4.960  N40 1.010
51 H -2.529 -0.693 -3.815  N40 1.010
52 C 3.368 0.630 2.216  C53 1.575, H58 1.090, H59 1.090, H60 1.090
53 C 3.543 1.515 0.925  C52 1.575, C54 1.563, N57 1.467, H61 1.090
54 C 3.471 3.045 1.239  C53 1.563, O55 1.453, H62 1.090, H63 1.090
55 O 3.542 3.878 0.051  C54 1.453, C56 1.428
56 C 3.405 5.288 0.236  O55 1.428, H64 1.090, H65 1.090, H66 1.090
57 N 4.808 1.267 0.225  C53 1.467, H67 1.010, H68 1.010
58 H 2.362 0.688 2.633  C52 1.090
59 H 4.085 1.013 2.942  C52 1.090
60 H 3.519 -0.441 2.089  C52 1.090
61 H 2.725 1.254 0.255  C53 1.090
62 H 4.274 3.346 1.912  C54 1.090
63 H 2.665 3.158 1.964  C54 1.090
64 H 2.486 5.516 0.777  C56 1.090
65 H 3.361 5.791 -0.730  C56 1.090
66 H 4.290 5.762 0.660  C56 1.090
67 H 4.987 2.211 -0.089  N57 1.010
68 H 5.424 1.210 1.024  N57 1.010
69 C 0.734 -1.196 -4.862  C70 1.530, H75 1.090, H76 1.090, H77 1.090
70 C -0.353 -2.245 -4.615  C69 1.530, C71 1.550, N74 1.453, H78 1.090
71 C 0.150 -3.672 -4.278  C70 1.550, O72 1.426, H79 1.090, H80 1.090
72 O -0.906 -4.591 -4.010  C71 1.426, C73 1.418
73 C -0.581 -5.914 -3.620  O72 1.418, H81 1.090, H82 1.090, H83 1.090
74 N -1.236 -1.843 -3.535  C70 1.453, H84 1.010, H85 1.010
75 H 1.416 -1.069 -4.021  C69 1.090
76 H 0.255 -0.234 -5.048  C69 1.090
77 H 1.461 -1.430 -5.640  C69 1.090
78 H -0.893 -2.301 -5.560  C70 1.090
79 H 0.840 -3.553 -3.442  C71 1.090
80 H 0.835 -3.989 -5.065  C71 1.090
81 H -0.048 -5.897 -2.670  C73 1.090
82 H -0.002 -6.326 -4.447  C73 1.090
83 H -1.535 -6.435 -3.534  C73 1.090
84 H -1.502 -2.689 -3.051  N74 1.010
85 H -0.564 -1.525 -2.851  N74 1.010
86 C 3.079 -4.438 -0.755  C87 1.538, H92 1.090, H93 1.090, H94 1.090
87 C 3.705 -4.412 -2.159  C86 1.538, C88 1.546, N91 1.473, H95 1.090
88 C 3.176 -5.468 -3.156  C87 1.546, O89 1.483, H96 1.090, H97 1.090
89 O 3.905 -6.750 -2.999  C88 1.483, C90 1.361
90 C 3.444 -7.670 -3.890  O89 1.361, H98 1.090, H99 1.090, H100 1.090
91 N 3.417 -3.070 -2.693  C87 1.473, H101 1.010, H102 1.010
92 H 1.990 -4.471 -0.728  C86 1.090
93 H 3.511 -3.711 -0.067  C86 1.090
94 H 3.309 -5.451 -0.424  C86 1.090
95 H 4.782 -4.457 -1.997  C87 1.090
96 H 3.374 -5.141 -4.177  C88 1.090
97 H 2.094 -5.590 -3.112  C88 1.090
98 H 3.696 -8.693 -3.612  C90 1.090
99 H 3.839 -7.546 -4.898  C90 1.090
100 H 2.359 -7.760 -3.943  C90 1.090
101 H 3.949 -2.410 -2.144  N91 1.010
102 H 3.849 -2.903 -3.590  N91 1.010
103 C -0.225 0.163 -0.936  C104 1.552, H109 1.090, H110 1.090, H111 1.090
104 C 0.644 -0.942 -0.278  C103 1.552, C105 1.589, N108 1.418, H112 1.090
105 C 0.170 -1.254 1.206  C104 1.589, O106 1.485, H113 1.090, H114 1.090
106 O 1.227 -2.125 1.779  C105 1.485, C107 1.434
107 C 0.981 -2.472 3.148  O106 1.434, H115 1.090, H116 1.090, H117 1.090
108 N 0.680 -2.104 -1.090  C104 1.418, H118 1.010, H119 1.010
109 H 0.110 1.159 -0.647  C103 1.090
110 H -1.256 0.098 -0.589  C103 1.090
111 H -0.236 0.169 -2.026  C103 1.090
112 H 1.666 -0.572 -0.353  C104 1.090
113 H -0.802 -1.748 1.185  C105 1.090
114 H 0.124 -0.355 1.820  C105 1.090
115 H 0.683 -1.589 3.714  C107 1.090
116 H 1.833 -2.842 3.717  C107 1.090
117 H 0.223 -3.251 3.233  C107 1.090
118 H 1.560 -2.156 -1.582  N108 1.010
119 H 0.726 -2.895 -0.464  N108 1.010

Its charge is -1. As for the LUMO energy (alpha / beta): 2.31 / 2.26 eV. The multiplicity is 2. As for the molar mass: 623.97 g mol⁻¹. The value obtained for the gap between HOMO and LUMO (alpha / beta) is 1.4 / 8.7 eV.

=====

#B
Entry from OMol25: 7 unconnected molecules or ions with the total composition C28H77N7O7 (the ωB97M-V functional and the def2-TZVPD basis).

Last columns: bonded neighbours and bond lengths (Å).
Geometry (Å):
1 C -6.753 -7.163 3.382  C2 1.518, H7 1.090, H8 1.090, H9 1.090
2 C -6.582 -5.950 2.485  C1 1.518, C3 1.598, N6 1.459, H10 1.090
3 C -5.164 -5.761 1.773  C2 1.598, O4 1.440, H11 1.090, H12 1.090
4 O -4.998 -4.716 0.795  C3 1.440, C5 1.420
5 C -3.745 -4.741 0.129  O4 1.420, H13 1.090, H14 1.090, H15 1.090
6 N -7.629 -6.011 1.470  C2 1.459, H16 1.010, H17 1.010
7 H -6.724 -8.145 2.911  C1 1.090
8 H -7.699 -7.032 3.909  C1 1.090
9 H -5.996 -7.152 4.166  C1 1.090
10 H -6.781 -4.999 2.978  C2 1.090
11 H -5.081 -6.644 1.139  C3 1.090
12 H -4.372 -5.898 2.509  C3 1.090
13 H -3.502 -5.749 -0.206  C5 1.090
14 H -2.862 -4.453 0.700  C5 1.090
15 H -3.636 -3.966 -0.629  C5 1.090
16 H -7.331 -5.201 0.946  N6 1.010
17 H -7.296 -6.661 0.772  N6 1.010
18 C -0.206 1.926 5.530  C19 1.608, H24 1.090, H25 1.090, H26 1.090
19 C -0.352 1.916 3.929  C18 1.608, C20 1.518, N23 1.454, H27 1.090
20 C -1.637 2.398 3.281  C19 1.518, O21 1.378, H28 1.090, H29 1.090
21 O -1.823 3.735 3.561  C20 1.378, C22 1.458
22 C -3.204 4.157 3.359  O21 1.458, H30 1.090, H31 1.090, H32 1.090
23 N 0.707 2.773 3.420  C19 1.454, H33 1.010, H34 1.010
24 H 0.819 1.835 5.890  C18 1.090
25 H -0.795 1.049 5.800  C18 1.090
26 H -0.615 2.890 5.831  C18 1.090
27 H -0.303 0.892 3.559  C19 1.090
28 H -2.411 1.779 3.736  C20 1.090
29 H -1.727 2.244 2.206  C20 1.090
30 H -3.910 3.559 2.783  C22 1.090
31 H -3.207 5.161 2.936  C22 1.090
32 H -3.590 4.140 4.378  C22 1.090
33 H 1.527 2.552 3.966  N23 1.010
34 H 0.376 3.709 3.610  N23 1.010
35 C 1.953 -2.422 -4.447  C36 1.501, H41 1.090, H42 1.090, H43 1.090
36 C 0.928 -2.568 -3.360  C35 1.501, C37 1.558, N40 1.419, H44 1.090
37 C 1.479 -3.124 -2.014  C36 1.558, O38 1.410, H45 1.090, H46 1.090
38 O 2.018 -4.428 -2.013  C37 1.410, C39 1.404
39 C 2.259 -4.925 -0.723  O38 1.404, H47 1.090, H48 1.090, H49 1.090
40 N 0.324 -1.292 -3.216  C36 1.419, H50 1.010, H51 1.010
41 H 2.330 -3.436 -4.576  C35 1.090
42 H 2.784 -1.765 -4.193  C35 1.090
43 H 1.502 -2.091 -5.383  C35 1.090
44 H 0.074 -3.195 -3.617  C36 1.090
45 H 0.580 -3.242 -1.410  C37 1.090
46 H 2.222 -2.421 -1.638  C37 1.090
47 H 3.178 -4.593 -0.240  C39 1.090
48 H 2.379 -5.959 -1.047  C39 1.090
49 H 1.417 -4.795 -0.043  C39 1.090
50 H 1.080 -0.650 -3.408  N40 1.010
51 H 0.060 -1.111 -2.258  N40 1.010
52 C 0.959 2.296 -4.560  C53 1.482, H58 1.090, H59 1.090, H60 1.090
53 C 2.407 2.612 -4.591  C52 1.482, C54 1.566, N57 1.452, H61 1.090
54 C 2.599 3.764 -5.635  C53 1.566, O55 1.398, H62 1.090, H63 1.090
55 O 2.333 3.456 -6.973  C54 1.398, C56 1.415
56 C 3.519 2.901 -7.508  O55 1.415, H64 1.090, H65 1.090, H66 1.090
57 N 2.890 3.005 -3.279  C53 1.452, H67 1.010, H68 1.010
58 H 0.786 1.294 -4.167  C52 1.090
59 H 0.465 2.065 -5.504  C52 1.090
60 H 0.203 2.817 -3.972  C52 1.090
61 H 2.883 1.695 -4.939  C53 1.090
62 H 3.548 4.300 -5.651  C54 1.090
63 H 1.931 4.544 -5.271  C54 1.090
64 H 3.615 1.852 -7.229  C56 1.090
65 H 4.479 3.412 -7.439  C56 1.090
66 H 3.395 2.824 -8.589  C56 1.090
67 H 2.755 3.883 -2.798  N57 1.010
68 H 2.633 2.344 -2.560  N57 1.010
69 C -1.013 6.205 0.342  C70 1.595, H75 1.090, H76 1.090, H77 1.090
70 C -1.015 5.530 -1.104  C69 1.595, C71 1.538, N74 1.425, H78 1.090
71 C 0.381 5.571 -1.749  C70 1.538, O72 1.458, H79 1.090, H80 1.090
72 O 0.650 6.939 -2.175  C71 1.458, C73 1.466
73 C 1.915 7.048 -2.907  O72 1.466, H81 1.090, H82 1.090, H83 1.090
74 N -1.426 4.182 -0.895  C70 1.425, H84 1.010, H85 1.010
75 H -0.117 5.870 0.864  C69 1.090
76 H -1.951 6.043 0.873  C69 1.090
77 H -0.860 7.284 0.347  C69 1.090
78 H -1.754 5.931 -1.797  C70 1.090
79 H 0.422 4.876 -2.588  C71 1.090
80 H 1.179 5.250 -1.079  C71 1.090
81 H 2.521 7.836 -2.459  C73 1.090
82 H 1.681 7.453 -3.891  C73 1.090
83 H 2.597 6.201 -2.987  C73 1.090
84 H -2.422 4.221 -0.730  N74 1.010
85 H -1.120 3.876 0.017  N74 1.010
86 C 1.418 -1.148 4.262  C87 1.512, H92 1.090, H93 1.090, H94 1.090
87 C 2.243 -2.405 4.104  C86 1.512, C88 1.646, N91 1.504, H95 1.090
88 C 2.478 -2.927 2.560  C87 1.646, O89 1.395, H96 1.090, H97 1.090
89 O 1.843 -4.146 2.328  C88 1.395, C90 1.407
90 C 2.601 -5.278 2.681  O89 1.407, H98 1.090, H99 1.090, H100 1.090
91 N 3.527 -1.830 4.636  C87 1.504, H101 1.010, H102 1.010
92 H 0.443 -1.344 3.815  C86 1.090
93 H 1.832 -0.330 3.672  C86 1.090
94 H 1.365 -0.797 5.292  C86 1.090
95 H 1.969 -3.267 4.712  C87 1.090
96 H 3.534 -3.044 2.317  C88 1.090
97 H 2.072 -2.158 1.903  C88 1.090
98 H 1.909 -6.114 2.580  C90 1.090
99 H 2.786 -5.244 3.755  C90 1.090
100 H 3.502 -5.465 2.097  C90 1.090
101 H 3.737 -0.945 4.197  N91 1.010
102 H 4.305 -2.474 4.602  N91 1.010
103 C 2.467 0.429 -0.251  C104 1.540, H109 1.090, H110 1.090, H111 1.090
104 C 1.059 0.953 -0.593  C103 1.540, C105 1.532, N108 1.460, H112 1.090
105 C 0.005 0.357 0.345  C104 1.532, O106 1.441, H113 1.090, H114 1.090
106 O -0.168 -1.042 0.047  C105 1.441, C107 1.450
107 C -1.458 -1.581 0.434  O106 1.450, H115 1.090, H116 1.090, H117 1.090
108 N 1.020 2.407 -0.475  C104 1.460, H118 1.010, H119 1.010
109 H 2.695 0.834 0.735  C103 1.090
110 H 3.095 0.786 -1.067  C103 1.090
111 H 2.368 -0.654 -0.171  C103 1.090
112 H 0.893 0.770 -1.655  C104 1.090
113 H -0.905 0.953 0.277  C105 1.090
114 H 0.412 0.362 1.357  C105 1.090
115 H -1.350 -2.587 0.028  C107 1.090
116 H -2.119 -1.051 -0.251  C107 1.090
117 H -1.810 -1.370 1.444  C107 1.090
118 H 0.184 2.669 -0.977  N108 1.010
119 H 0.913 2.844 0.429  N108 1.010

Its charge is -1. As for the LUMO energy (alpha / beta): 2.41 / 2.39 eV. The multiplicity is 2. As for the molar mass: 623.97 g mol⁻¹. The value obtained for the gap between HOMO and LUMO (alpha / beta) is 1.7 / 9.2 eV.

=====

Computed energies relative to the best structure, in kJ/mol: #A 0.0; #B 132.4

=====

#A
Entry from OMol25: a single C2H3ClS molecule (the ωB97M-V functional and the def2-TZVPD basis).

Last columns: bonded neighbours and bond lengths (Å).
Geometry (Å):
1 C 0.086 -0.812 0.045  C2 1.344, H5 1.116, H6 1.101
2 C -1.127 -0.234 0.028  C1 1.344, S3 2.115, Cl4 1.812
3 S -2.015 1.686 -0.007  C2 2.115, H7 1.296
4 Cl -2.482 -1.438 -0.004  C2 1.812
5 H -0.036 -1.909 0.209  C1 1.116
6 H 1.041 -0.276 -0.068  C1 1.101
7 H -0.909 2.195 -0.451  S3 1.296

As for the LUMO energy: -0.03 eV. As for the molar mass: 94.57 g mol⁻¹. The SMILES is C=C(S)Cl. The value obtained for the gap between HOMO and LUMO is 9.5 eV.

=====

#B
Entry from OMol25: a single C2H3ClS molecule (the ωB97M-V functional and the def2-TZVPD basis).

Last columns: bonded neighbours and bond lengths (Å).
Geometry (Å):
1 C 0.684 -0.060 0.463  C2 1.482, S3 1.825, H5 1.120, H6 1.073
2 C -0.442 -0.092 -0.499  C1 1.482, S3 1.794, Cl4 1.812, H7 1.144
3 S -0.035 1.566 0.052  C1 1.825, C2 1.794
4 Cl -2.081 -0.561 0.114  C2 1.812
5 H 0.425 -0.388 1.501  C1 1.120
6 H 1.620 -0.250 -0.027  C1 1.073
7 H -0.171 -0.215 -1.604  C2 1.144

As for the LUMO energy: 0.89 eV. As for the molar mass: 94.57 g mol⁻¹. The SMILES is Cl[C@@H]1CS1. The value obtained for the gap between HOMO and LUMO is 10.0 eV.

=====

Computed energies relative to the best structure, in kJ/mol: #A 107.0; #B 0.0